Here is a molecular structure, C38H21N11PtSe from the OMol25 dataset. Energies are from ωB97M-V/def2-TZVPD.

Geometry (Å):
Pt1 0.3555 0.3872 0.2368
C1 -0.7592 6.7703 -0.0612
C2 0.2476 6.7426 -1.0217
C3 0.9870 5.5943 -1.2502
C4 0.6823 4.4684 -0.5044
C5 1.2145 3.1222 -0.5187
N1 2.2878 2.7164 -1.1547
C6 2.6940 1.4583 -1.2154
C7 4.0088 1.0176 -1.5982
C8 5.1905 1.7013 -1.8478
C9 6.3275 0.9568 -2.0996
C10 6.2868 -0.4380 -2.1408
C11 5.1136 -1.1317 -1.9113
C12 3.9679 -0.3998 -1.6237
C13 2.6273 -0.7779 -1.2578
N2 2.1275 -2.0033 -1.2572
C14 1.0125 -2.3491 -0.6594
N3 0.3343 -1.6019 0.2627
C15 -0.6831 -2.3332 0.8102
N4 -1.4010 -1.9607 1.8424
C16 -1.3712 -0.7292 2.3556
N5 -0.9686 0.3919 1.6923
C17 -1.2391 1.5044 2.4474
N6 -1.1256 2.7611 2.0504
C18 -0.4182 3.1505 1.0202
N7 0.4995 2.3690 0.3653
C19 -0.3446 4.4906 0.4692
C20 -1.0669 5.6513 0.6971
C21 -1.7494 1.0724 3.7182
C22 -2.0508 1.7611 4.8828
C23 -2.4516 1.0299 5.9844
C24 -2.5655 -0.3597 5.9254
C25 -2.2682 -1.0609 4.7697
C26 -1.8519 -0.3409 3.6571
C27 -0.7189 -3.6253 0.1478
C28 -1.5834 -4.7037 0.2232
C29 -1.3396 -5.7874 -0.6089
C30 -0.2658 -5.8031 -1.4964
C31 0.5970 -4.7230 -1.5877
C32 0.3603 -3.6341 -0.7659
N8 1.9105 0.3597 -1.0043
H1 -1.3141 7.6822 0.0952
H2 0.4543 7.6310 -1.5985
H3 1.7654 5.5550 -1.9954
H4 5.2074 2.7791 -1.8256
H5 7.2725 1.4537 -2.2618
H6 7.1979 -0.9792 -2.3603
H7 5.0878 -2.2100 -1.9256
H8 -1.8490 5.6732 1.4387
H9 -1.9579 2.8343 4.9126
H10 -2.6644 1.5378 6.9136
H11 -2.8774 -0.8928 6.8119
H12 -2.3466 -2.1366 4.7305
H13 -2.4300 -4.6858 0.8922
H14 -2.0082 -6.6350 -0.5791
H15 -0.1072 -6.6654 -2.1311
H16 1.4206 -4.7047 -2.2844
C33 -0.9313 0.4845 -1.7920
H17 -1.5783 1.3020 -1.4849
H18 -0.2635 0.7031 -2.6196
Se1 -4.1916 -1.0223 0.9003
N9 -4.2098 -2.4430 -0.1477
C34 -3.3168 -2.2725 -1.1238
C35 -2.9752 -3.1929 -2.1176
C36 -1.9320 -2.8570 -2.9738
C37 -1.2769 -1.6521 -2.8767
N10 -1.6239 -0.7101 -1.9503
C38 -2.6278 -1.0115 -1.0722
N11 -2.9824 -0.1882 -0.1040
H19 -3.4891 -4.1338 -2.2025
H20 -1.6174 -3.5647 -3.7232
H21 -0.4481 -1.3960 -3.5178

Lowest unoccupied orbital energy (spin up / spin down), eV: -1.6984 / -1.6919
Energy relative to the best compared isomer or geometry (same formula, charge and spin), kJ/mol: 0.0

Löwdin atomic charge list, values in e, 6 entries: Pt 1.311; C -0.076; C -0.077; C -0.010; C -0.099; C -0.280

Here is a molecular structure, C38H26BrCl2F6N4O4Ru from the OMol25 dataset. Energies are from ωB97M-V/def2-TZVPD.

Geometry (Å):
Ru1 0.0136 0.3681 -0.2528
Cl1 -3.6933 3.3680 -1.8233
C1 -2.7268 3.6078 -0.4025
C2 -3.0297 4.6605 0.4754
C3 -2.2874 4.8726 1.5981
Cl2 -2.7042 6.1866 2.6683
C4 -1.1922 4.0348 1.8973
C5 -0.3618 4.1650 3.0316
C6 0.6786 3.3029 3.1971
C7 0.8956 2.2937 2.2433
N1 0.1307 2.1247 1.1998
C8 -0.9001 2.9780 1.0008
C9 -1.6771 2.7317 -0.1751
O1 -1.3885 1.7474 -0.9548
H1 -3.8691 5.3088 0.2584
H2 -0.5538 4.9460 3.7560
H3 1.3283 3.3809 4.0589
H4 1.7206 1.5981 2.3507
C10 -3.9489 -1.3557 0.6346
C11 -4.0088 -2.6073 0.0552
C12 -2.8777 -3.1082 -0.5601
C13 -1.7172 -2.3442 -0.5949
N2 -1.6533 -1.1448 -0.0130
C14 -2.7532 -0.6657 0.5807
C15 -0.5059 -2.8829 -1.2621
C16 -0.0580 -4.1609 -0.9402
C17 1.0540 -4.7121 -1.5561
C18 1.7445 -3.9756 -2.5079
C19 1.3135 -2.7020 -2.8395
C20 0.1891 -2.1753 -2.2273
H5 -4.8095 -0.9161 1.1196
H6 -4.9268 -3.1813 0.0755
H7 -2.8907 -4.0717 -1.0537
H8 -2.6529 0.3139 1.0258
H9 -0.5887 -4.7190 -0.1770
H10 1.3846 -5.7082 -1.2891
H11 2.6190 -4.3880 -2.9956
H12 1.8529 -2.1229 -3.5741
C21 2.5064 -1.5608 0.1084
O2 1.3688 -1.4320 0.9836
C22 1.6482 -1.5353 2.3304
C23 2.7432 -2.2291 2.8047
C24 2.9800 -2.2543 4.1735
Br1 4.4628 -3.2392 4.8222
C25 2.1742 -1.5753 5.0530
C26 1.0542 -0.8862 4.5775
C27 0.7597 -0.9149 3.2178
O3 -0.3651 -0.3216 2.7671
C28 0.2735 -0.0796 5.5348
N3 0.6351 0.1131 6.7762
C29 -0.2957 0.9994 7.2917
C30 -0.3801 1.5777 8.5598
C31 -1.4002 2.4787 8.7937
C32 -2.3365 2.8062 7.7974
C33 -2.2727 2.2417 6.5378
C34 -1.2367 1.3374 6.3108
N4 -0.8538 0.6224 5.1987
H13 3.4065 -1.1888 0.5958
H14 2.3023 -0.9642 -0.7718
H15 2.6418 -2.6018 -0.1847
H16 3.4098 -2.7450 2.1281
H17 2.3798 -1.5442 6.1140
H18 -0.4215 -0.4275 1.7865
H19 0.3418 1.3238 9.3260
H20 -1.4832 2.9482 9.7664
H21 -3.1199 3.5191 8.0227
H22 -2.9872 2.4940 5.7627
H23 -1.2615 0.6371 4.2799
C35 -1.6589 0.6808 -3.5879
C36 -0.8268 -0.5743 -3.7910
O4 -0.2499 -0.8915 -2.5264
C37 -1.7691 -1.6881 -4.3119
F1 -2.7730 -1.8703 -3.4430
F2 -1.1924 -2.8787 -4.4971
F3 -2.2906 -1.3119 -5.4855
C38 0.2871 -0.2710 -4.8443
F4 -0.1179 0.6344 -5.7360
F5 1.3679 0.2208 -4.2273
F6 0.6767 -1.3525 -5.5396
H24 -2.3526 0.5193 -2.7703
H25 -2.1987 0.9339 -4.4950
H26 -1.0116 1.5058 -3.3052

Lowest unoccupied orbital energy (spin up / spin down), eV: -0.0465 / -0.0853
<S²>: 0.758
Multiplicity: 2
Energy relative to the best compared isomer or geometry (same formula, charge and spin), kJ/mol: 177.3

Löwdin atomic charge list, values in e, 6 entries: Ru 0.908; Cl 0.697; C -0.582; C -0.127; C -0.616; Cl 0.673

Here is a molecular structure, C38H26F6N5O5PdS6 from the OMol25 dataset. Energies are from ωB97M-V/def2-TZVPD.

Geometry (Å):
Pd1 0.2462 0.4218 0.5251
C1 -3.2883 0.3375 1.7298
C2 -2.6248 -0.5977 0.7801
N1 -1.9291 -0.1146 -0.2242
N2 -1.8156 -0.6938 -1.3797
C3 -0.7573 -0.8630 -2.0965
S1 0.8758 -0.7076 -1.5534
S2 -1.0935 -1.2489 -3.7757
C4 0.1302 -2.5821 -4.1184
C5 -0.5940 -3.8642 -3.8747
C6 -1.2893 -4.4759 -4.9146
C7 -2.0563 -5.5992 -4.6725
C8 -2.1403 -6.1171 -3.3894
C9 -1.4353 -5.5230 -2.3536
C10 -0.6692 -4.3974 -2.5910
C11 -2.6113 -2.0241 1.0033
C12 -3.7173 -2.7678 1.3837
C13 -3.6235 -4.1374 1.5342
C14 -2.3964 -4.7867 1.3338
C15 -1.2712 -4.0918 0.9957
C16 -1.3042 -2.6646 0.8576
O1 -0.2516 -2.0022 0.6948
H1 -4.0728 0.9001 1.2210
H2 -3.6978 -0.2065 2.5751
H3 -2.5571 1.0487 2.1190
H4 0.4295 -2.4746 -5.1579
H5 0.9803 -2.4190 -3.4592
H6 -1.2266 -4.0644 -5.9117
H7 -2.5934 -6.0678 -5.4827
H8 -2.7497 -6.9870 -3.1990
H9 -1.4878 -5.9387 -1.3593
H10 -0.1193 -3.9271 -1.7878
H11 -4.6722 -2.2738 1.4801
H12 -4.5003 -4.7129 1.7831
H13 -2.3430 -5.8579 1.4581
H14 -0.3140 -4.5801 0.8870
S3 -1.9828 4.2590 -5.3235
C17 -3.2371 3.4028 -6.1035
C18 -3.5672 2.2548 -5.4468
C19 -2.8081 2.0568 -4.2845
C20 -1.8898 3.0587 -4.0650
C21 -0.8773 3.1298 -3.0463
C22 -0.9516 2.3112 -1.8987
N3 0.0351 2.1657 -1.0462
C23 1.1640 2.8879 -1.1971
C24 1.2552 3.8853 -2.2028
C25 2.3922 4.7502 -2.2282
C26 3.3855 4.6263 -1.3172
C27 3.3704 3.5779 -0.3463
C28 4.3849 3.4024 0.5990
C29 4.3419 2.3352 1.4905
C30 3.2770 1.4157 1.3279
N4 2.2999 1.5972 0.4803
C31 2.2797 2.6735 -0.3287
C32 5.2983 2.1586 2.5480
C33 5.5013 1.0513 3.3425
C34 6.4999 1.2422 4.3049
C35 7.0435 2.4933 4.2597
S4 6.3615 3.4555 3.0272
C36 0.2310 3.9620 -3.1483
H15 -3.6608 3.7936 -7.0078
H16 -4.3224 1.5728 -5.7908
H17 -2.9133 1.1927 -3.6552
H18 -1.8665 1.7728 -1.7039
H19 2.4193 5.5256 -2.9795
H20 4.2279 5.3015 -1.3097
H21 5.2098 4.0999 0.6336
H22 3.2311 0.5189 1.9311
H23 4.9592 0.1310 3.2369
H24 6.8054 0.4855 5.0036
H25 7.8149 2.8951 4.8868
H26 0.3113 4.6573 -3.9699
F1 0.9743 2.1065 5.4666
C37 1.5150 1.6657 4.3424
F2 2.1083 2.7052 3.7306
F3 2.4738 0.7937 4.6292
S5 0.2401 0.9011 3.1621
O2 0.9623 -0.2015 2.5693
O3 -0.0508 1.9633 2.2204
N5 -1.0263 0.5427 3.9545
S6 -0.9932 -0.8632 4.7387
O4 0.3298 -1.2032 5.1325
O5 -1.8097 -1.8304 4.0812
C38 -1.8899 -0.2818 6.2774
F4 -1.1700 0.6887 6.8279
F5 -2.0657 -1.2437 7.1745
F6 -3.0810 0.2181 5.9605

Lowest unoccupied orbital energy (spin up / spin down), eV: -6.4172 / -6.4063
Charge: +1

Löwdin atomic charge list, values in e, 6 entries: Pd 0.834; C 0.010; C -0.224; N 0.011; N -0.025; C -1.037

Table of E (eV), in record order: -124731.7730 -167953.5048 -142301.0471
Table of maximum force (eV Å⁻¹), in record order: 2.77 1.52 4.17